one:
Computed, not measured: a cluster of 2 separate species, C4H14N3 in total, with ωB97M-V/def2-TZVPD.

Geometry as ORCA input:
```
! wB97M-V def2-TZVPD RIJCOSX def2/J DEFGRID3
* xyz 1 1
C 2.2739 -0.4645 -0.6896
C -1.8158 0.2410 1.7706
C 0.9851 0.4486 -0.9692
C -0.6527 0.8084 0.9616
N 0.0706 -1.3528 0.1803
N -1.5180 0.0425 -1.4756
N -0.0792 -0.0904 -0.1407
H 2.2308 -1.4773 -1.2038
H 3.0959 0.1076 -1.0445
H 2.4569 -0.7454 0.4129
H -2.2657 0.9751 2.3801
H -2.5600 -0.1341 1.1283
H -1.5576 -0.4133 2.5252
H 0.9669 0.5596 -2.0787
H 1.3794 1.4363 -0.6066
H 0.2819 0.9878 1.6635
H -0.8237 1.8000 0.4997
H 0.8760 -1.8774 -0.2553
H -0.6451 -1.7305 0.7032
H -1.7967 1.0137 -1.4589
H -0.9028 -0.1351 -2.3025
*
```

LUMO energy (alpha / beta) ... -0.1703 / -0.1702 Eh



two:
Computed, not measured: a cluster of 2 separate species, C4H14N3 in total, with ωB97M-V/def2-TZVPD.

Geometry as ORCA input:
```
! wB97M-V def2-TZVPD RIJCOSX def2/J DEFGRID3
* xyz 1 1
C -0.1595 1.7473 0.4613
C 0.6861 1.6222 1.4825
N 0.4083 1.9791 2.8036
N 0.1695 1.3251 -0.8868
H -1.1493 2.1607 0.6124
H 1.7161 1.3269 1.3106
H 0.8439 1.3727 3.4827
H -0.5782 2.0634 3.0041
H 1.0978 1.6619 -1.1400
H -0.4567 1.7857 -1.5371
C -0.2066 -2.4820 -2.3404
C -0.8555 -2.2521 -0.9902
N 0.0026 -1.3481 -0.1614
H -0.8336 -3.1444 -2.9334
H -0.0978 -1.5458 -2.8857
H 0.7784 -2.9346 -2.2266
H -1.8284 -1.7748 -1.0764
H -0.9718 -3.1824 -0.4384
H 0.9400 -1.7274 -0.0292
H -0.3683 -1.1805 0.7753
H 0.0908 -0.3691 -0.5857
*
```

LUMO energy ... -0.1094 Eh



Pick two: it beats the second-best structure by 455.0 kJ/mol.



one:
Computed, not measured: a cluster of 2 separate species, CH3O2 in total, with ωB97M-V/def2-TZVPD.

Geometry as ORCA input:
```
! wB97M-V def2-TZVPD RIJCOSX def2/J DEFGRID3
* xyz 1 1
C 0.9334 0.3596 -0.3564
O -2.3431 -0.4542 -0.1600
O -1.8979 0.6416 0.2986
H 1.5279 0.0591 -1.1723
H 1.5507 0.9799 0.3271
H -3.1348 -0.3977 -0.7810
*
```

LUMO energy (alpha / beta) ... -0.3345 / -0.3564 Eh



two:
Computed, not measured: a cluster of 2 separate species, CH3O2 in total, with ωB97M-V/def2-TZVPD.

Geometry as ORCA input:
```
! wB97M-V def2-TZVPD RIJCOSX def2/J DEFGRID3
* xyz 1 1
C 1.1943 0.0137 0.0877
O -1.9664 0.1294 0.3278
O -1.0090 -0.6891 0.0727
H 1.4367 -0.9330 -0.1807
H 1.0734 1.0150 -0.1498
H -2.7992 -0.3964 0.4580
*
```

LUMO energy (alpha / beta) ... -0.3188 / -0.2774 Eh



Pick two: it beats the second-best structure by 137.6 kJ/mol.



one:
Computed, not measured: a cluster of 21 separate species, H42O21 in total, with ωB97M-V/def2-TZVPD.

Geometry as ORCA input:
```
! wB97M-V def2-TZVPD RIJCOSX def2/J DEFGRID3
* xyz 0 1
O 8.2474 11.0841 14.2216
H 8.2556 11.9606 14.7089
H 7.3696 10.9951 13.9703
O 11.5411 17.0483 10.4756
H 12.2087 16.3737 10.5537
H 11.8088 17.7868 9.9054
O 12.7490 12.9109 14.2087
H 12.8100 12.3169 14.9234
H 11.7646 13.0260 14.0950
O 12.8371 9.5303 13.6561
H 13.3067 8.8762 13.2157
H 11.9914 9.5041 13.2168
O 10.1923 9.9828 12.6378
H 9.7431 9.1373 12.5244
H 9.6558 10.5277 13.2166
O 11.2409 10.6438 7.6462
H 11.5485 10.7684 8.5636
H 10.2634 10.4948 7.6458
O 13.5599 12.1294 11.6335
H 14.2863 11.4649 11.5740
H 13.2447 12.1143 12.5402
O 13.4017 8.1518 11.1675
H 13.0686 9.0043 10.7299
H 13.5158 7.6249 10.3353
O 8.6206 13.7924 13.6093
H 9.1137 13.4383 12.8812
H 8.6815 14.7625 13.5542
O 9.3853 13.6119 10.1408
H 9.1253 13.8835 9.2593
H 10.3942 13.6597 10.0282
O 8.4566 7.9197 11.9791
H 7.6631 8.4756 11.7306
H 8.1486 7.2804 12.6072
O 6.3950 9.6409 11.7036
H 6.8558 10.4385 11.3710
H 5.4249 9.6551 11.5907
O 8.5743 9.3371 7.9359
H 8.9511 8.5926 8.4671
H 8.1904 8.9429 7.1414
O 12.8644 7.1330 8.5484
H 12.6330 6.3974 8.0175
H 13.1364 7.8332 7.9131
O 13.2899 9.0930 6.8577
H 12.5834 9.5995 7.3032
H 12.9349 8.7595 5.9977
O 9.5418 7.3364 9.3887
H 10.5092 7.3298 9.3332
H 9.2209 7.3550 10.3084
O 11.7708 10.6158 10.3016
H 11.1158 10.2666 10.9273
H 12.1094 11.4456 10.6664
O 7.7867 11.5098 10.4395
H 8.5276 12.0827 10.6840
H 8.1539 10.9831 9.7279
O 15.4432 10.4088 11.6012
H 15.0673 9.5007 11.6324
H 16.3875 10.4393 11.3412
O 12.2464 13.9933 10.2320
H 12.4797 13.6412 9.3018
H 12.8191 13.3494 10.7390
O 12.2714 13.0841 7.5358
H 11.8045 12.2177 7.4646
H 11.7882 13.5110 6.8401
*
```

LUMO energy ... 0.0067 Eh



two:
Computed, not measured: a cluster of 21 separate species, H42O21 in total, with ωB97M-V/def2-TZVPD.

Geometry as ORCA input:
```
! wB97M-V def2-TZVPD RIJCOSX def2/J DEFGRID3
* xyz 0 1
O 2.2523 -1.2238 4.7232
H 1.3748 -0.9705 4.4525
H 2.5517 -1.9055 4.1296
O -4.5827 -0.6941 -2.2678
H -4.1082 -1.2936 -2.8430
H -3.9686 -0.3405 -1.6180
O -3.8739 -1.9607 0.6685
H -4.7411 -1.5833 0.8546
H -3.9055 -2.4658 -0.1443
O -0.2719 -3.0106 3.4538
H -0.6113 -3.0485 2.5583
H 0.2358 -3.7930 3.6623
O -4.8267 0.3166 2.8332
H -5.0836 0.4153 1.9085
H -3.8584 0.0608 2.7884
O -0.9113 4.9204 -1.5288
H -0.5102 4.9397 -2.3933
H -1.2341 4.0709 -1.1914
O 4.4368 0.2392 0.8561
H 5.0431 0.6692 1.4599
H 3.6614 0.8358 0.7230
O 2.0939 -0.6229 2.4051
H 3.0244 -0.8282 2.3106
H 1.6947 0.0324 1.8053
O -1.4871 0.0313 -1.0813
H -0.6509 0.4938 -1.2852
H -1.4453 -0.7332 -1.7181
O 0.2671 2.0820 -3.0225
H -0.0435 2.7176 -2.3666
H 0.3440 2.6263 -3.8134
O -0.1606 3.4104 2.2973
H -0.8940 3.2884 1.6192
H 0.1143 4.2628 1.8992
O 0.3406 -2.9994 -2.4935
H 0.9458 -2.3427 -2.8356
H 0.2167 -3.7089 -3.1526
O -1.0872 -3.0372 0.6330
H -0.7213 -2.5227 -0.1060
H -1.8472 -2.4784 0.7724
O -2.8033 3.3781 -0.3374
H -2.8276 4.0461 0.3752
H -3.5039 2.7166 -0.1721
O 2.5599 -3.4884 1.8888
H 1.9570 -4.2426 1.8119
H 1.8860 -2.8050 2.0431
O 1.0841 -1.1298 -4.8593
H 0.2135 -1.5329 -4.6575
H 1.2377 -0.5094 -4.1402
O 4.1103 0.3300 -2.6764
H 3.9587 0.3972 -3.6379
H 4.9389 0.7843 -2.4829
O 1.5067 -1.8462 -0.4274
H 2.3419 -1.8826 -0.9214
H 1.8974 -2.4905 0.2050
O 1.1363 0.7669 -0.9363
H 1.4416 -0.1625 -0.8697
H 0.7853 0.9544 -1.8257
O -2.3967 1.8881 1.8434
H -2.6355 1.5988 0.9580
H -1.5872 1.4630 2.1303
O 2.7635 2.6809 0.6919
H 2.2723 2.2401 -0.0362
H 1.8899 2.9960 1.0804
*
```

LUMO energy ... -0.0232 Eh



Pick one: it beats the second-best structure by 449.9 kJ/mol.



one:
Computed, not measured: a structure of composition C2H5N3S, with ωB97M-V/def2-TZVPD.

Geometry as ORCA input:
```
! wB97M-V def2-TZVPD RIJCOSX def2/J DEFGRID3
* xyz 0 1
C 1.3730 0.4058 0.4070
C -0.9074 0.7671 -0.3347
N 2.2352 1.1236 -0.1754
N 2.4569 -1.2199 0.3093
N 0.0965 0.2206 0.6612
S 3.4997 0.0462 -0.2366
H -0.7219 0.1761 -1.1948
H -1.8095 0.7613 0.2244
H -0.7104 1.6938 -0.6151
H 2.7334 -1.5875 1.1286
H -0.1862 -0.7794 0.9666
*
```

LUMO energy ... 0.0141 Eh



two:
Computed, not measured: the molecule C2H5N3S, with ωB97M-V/def2-TZVPD.

Geometry as ORCA input:
```
! wB97M-V def2-TZVPD RIJCOSX def2/J DEFGRID3
* xyz 0 1
H 2.3164 0.6683 0.1639
N 2.3449 -0.3519 -0.0051
C 1.2497 -0.9730 -0.0754
N -0.0370 -0.5224 0.0261
S -1.3920 -1.6659 -0.0269
C -0.4392 0.8007 -0.0377
N -1.6679 1.1320 -0.0414
H -1.8486 2.1072 -0.1404
H 1.2980 -2.0804 -0.1585
H -2.2371 -0.6369 0.3086
H 0.4128 1.5223 -0.0131
*
```

LUMO energy ... 0.0241 Eh



Pick two: it beats the second-best structure by 279.8 kJ/mol.



one:
Computed, not measured: a structure of composition C16H19BMnN6Se, with ωB97M-V/def2-TZVPD.

Geometry as ORCA input:
```
! wB97M-V def2-TZVPD RIJCOSX def2/J DEFGRID3
* xyz 0 6
H 0.0059 2.2037 1.2382
N 0.1995 1.0743 -0.5469
B 0.7109 0.2783 -2.8941
N 0.6469 1.4007 -1.8190
C 0.9361 2.7146 -1.8798
Mn -0.4599 -0.9780 -0.1111
H 1.2742 3.1477 -2.8095
C 0.7048 3.2683 -0.6213
H 0.8299 4.2908 -0.3223
C 0.2640 2.2061 0.1857
H 1.0594 0.6977 -3.9571
C -1.7424 -2.4897 0.6444
H -2.0895 -2.6511 1.6771
H -0.7863 -3.0135 0.5573
H -2.4402 -2.9560 -0.0605
N -0.7084 -0.3502 -2.9391
N 1.6837 -0.8153 -2.3668
N -1.2987 -0.8638 -1.7650
N 1.3783 -1.4772 -1.1837
C -1.5579 -0.4759 -3.9713
C 2.8592 -1.2642 -2.8527
H -1.2625 -0.1293 -4.9501
H 3.2388 -0.8749 -3.7845
C -2.7290 -1.0738 -3.5157
C 3.3589 -2.2234 -1.9703
C -2.5454 -1.2970 -2.1491
C 2.4083 -2.3174 -0.9361
H -3.6054 -1.3226 -4.0853
H 4.2711 -2.7788 -2.0556
H -3.2171 -1.7497 -1.4363
H 2.4317 -2.9212 -0.0390
H -1.8319 -1.2723 0.5135
Se 0.5713 -1.1269 2.0605
C 0.0896 0.2066 3.2694
C -1.1746 0.8382 3.2960
C -1.4328 1.8515 4.2244
C -0.4589 2.2302 5.1587
C 0.7906 1.5868 5.1571
C 1.0611 0.5842 4.2353
H -1.9448 0.5274 2.5891
H -2.4043 2.3497 4.2165
H -0.6682 3.0161 5.8854
H 1.5558 1.8692 5.8813
H 2.0278 0.0802 4.2322
*
```

LUMO energy (alpha / beta) ... 0.0182 / 0.0048 Eh
⟨S²⟩ ... 8.759



two:
Computed, not measured: a structure of composition C16H19BMnN6Se, with ωB97M-V/def2-TZVPD.

Geometry as ORCA input:
```
! wB97M-V def2-TZVPD RIJCOSX def2/J DEFGRID3
* xyz 0 6
H 1.3002 -0.6387 2.0529
N -0.5006 -0.3238 0.9937
B -2.9179 0.0879 0.4208
N -1.8062 -0.2091 1.4482
C -1.8818 -0.3996 2.7902
Mn -0.1277 -0.2264 -1.2171
H -2.8307 -0.3451 3.3085
C -0.5671 -0.6221 3.2662
H -0.2598 -0.7860 4.2807
C 0.2464 -0.5421 2.0938
H -4.0124 0.0499 0.9000
C 0.6054 -0.3321 -2.8820
H 1.6824 -0.5017 -2.9490
H 0.3769 0.6692 -3.3685
H 0.1134 -1.1808 -3.3979
N -2.7593 -0.9761 -0.6739
N -2.5837 1.4350 -0.2546
N -1.5709 -1.1780 -1.3487
N -1.4129 1.5618 -0.9938
C -3.6323 -1.8837 -1.1096
C -3.2712 2.6052 -0.2110
H -4.6136 -1.9125 -0.7191
H -4.2057 2.6691 0.3342
C -3.0103 -2.6917 -2.0743
C -2.5266 3.5668 -0.9295
C -1.7044 -2.2452 -2.1825
C -1.3753 2.8532 -1.3825
H -3.4370 -3.4938 -2.6186
H -2.7736 4.6034 -1.0705
H -0.9146 -2.6169 -2.7907
H -0.5578 3.2519 -1.9361
H 0.9317 -1.2509 -1.2442
Se 1.8372 1.2728 -0.7282
C 3.1785 0.5295 0.3020
C 3.4426 -0.8561 0.4043
C 4.4371 -1.3235 1.2717
C 5.2152 -0.4268 2.0212
C 4.9959 0.9590 1.8929
C 4.0023 1.4279 1.0417
H 2.8606 -1.5514 -0.1995
H 4.6059 -2.4006 1.3670
H 5.9874 -0.7936 2.7018
H 5.6070 1.6682 2.4620
H 3.8274 2.4975 0.9280
*
```

LUMO energy (alpha / beta) ... 0.0256 / -0.0718 Eh
⟨S²⟩ ... 8.843



Pick one: it beats the second-best structure by 324.2 kJ/mol.



one:
Computed, not measured: the ion C4H10NS with charge +1, with ωB97M-V/def2-TZVPD.

Geometry as ORCA input:
```
! wB97M-V def2-TZVPD RIJCOSX def2/J DEFGRID3
* xyz 1 1
C 1.9910 -0.6278 -0.1072
N 0.6558 -1.4402 0.0002
C -0.4205 -0.6434 0.5682
S -2.0978 -0.9452 -0.1055
C -1.0714 0.4487 -0.3218
C -1.3953 1.8055 0.0953
H 1.9164 -0.0943 -1.1013
H 2.2531 0.0672 0.7057
H 2.7164 -1.4596 -0.1332
H 0.8755 -2.3154 0.4679
H 0.1281 -1.7584 -0.9111
H -0.4196 -0.4287 1.7016
H -0.6503 0.6404 -1.3381
H -1.8813 1.8511 1.1071
H -2.0861 2.4311 -0.6435
H -0.5139 2.4690 0.0157
*
```

LUMO energy ... -0.1295 Eh



two:
Computed, not measured: the ion C4H10NS with charge +1, with ωB97M-V/def2-TZVPD.

Geometry as ORCA input:
```
! wB97M-V def2-TZVPD RIJCOSX def2/J DEFGRID3
* xyz 1 1
C 0.4627 -1.7836 -0.4291
N -0.1694 -0.7482 0.4238
C -0.2995 0.5387 -0.2544
C 0.0995 1.7816 0.4969
C -2.1070 0.5192 -0.5811
S -3.0317 -0.6057 -0.0187
H 1.5136 -1.7132 -0.3225
H 0.2052 -2.7541 0.2140
H 0.0254 -1.8105 -1.4564
H -1.2231 -1.0542 0.7495
H 0.4360 -0.6867 1.2304
H 0.1459 0.4926 -1.1767
H -0.4232 1.8715 1.4887
H -0.2550 2.6251 -0.0566
H 1.2096 1.8504 0.8364
H -2.3296 1.5071 -0.8584
*
```

LUMO energy ... -0.1789 Eh



three:
Computed, not measured: the ion C4H10NS with charge +1, with ωB97M-V/def2-TZVPD.

Geometry as ORCA input:
```
! wB97M-V def2-TZVPD RIJCOSX def2/J DEFGRID3
* xyz 1 1
C -2.1102 0.7336 0.4133
C -0.7560 1.0721 -0.2383
N -0.0157 -0.2456 -0.5792
C 1.0215 -0.4833 0.3486
C 2.3018 -1.2792 0.0058
S 2.4590 0.5267 -0.0226
H -2.3211 -0.2473 0.1890
H -2.1897 0.8801 1.4557
H -2.9382 1.2270 -0.0192
H -0.0731 1.5786 0.4697
H -0.7347 1.7371 -1.1585
H 0.2837 -0.3456 -1.5699
H -0.9193 -0.9033 -0.5223
H 0.6800 -0.6631 1.4033
H 2.8672 -1.9364 0.8062
H 2.4447 -1.6514 -0.9814
*
```

LUMO energy ... -0.1214 Eh



Pick one: it beats the second-best structure by 5.1 kJ/mol.



one:
Computed, not measured: the ion C4H10NS with charge +1, with ωB97M-V/def2-TZVPD.

Geometry as ORCA input:
```
! wB97M-V def2-TZVPD RIJCOSX def2/J DEFGRID3
* xyz 1 1
C -1.1651 -1.3324 -0.3321
N 0.0342 -0.5600 -0.7886
C 1.2219 -0.5895 -0.0086
C 0.4531 0.7027 -0.0138
C -0.4289 1.2043 1.1706
S 1.0334 1.9347 -1.2179
H -1.4406 -1.0748 0.6648
H -2.0738 -1.1685 -0.8084
H -0.8856 -2.4091 -0.4048
H -0.0236 -0.6816 -1.8031
H 2.1605 -0.7248 -0.5286
H 0.9738 -1.1781 0.7684
H -0.1067 2.2268 1.5876
H -0.5953 0.4800 1.8525
H -1.4733 1.3455 0.6983
H 2.3161 1.8246 -0.8364
*
```

LUMO energy ... -0.1138 Eh



two:
Computed, not measured: a cluster of 2 separate species, C4H10NS in total, with ωB97M-V/def2-TZVPD.

Geometry as ORCA input:
```
! wB97M-V def2-TZVPD RIJCOSX def2/J DEFGRID3
* xyz 1 1
C -0.3696 0.8888 -1.1157
C -1.1231 1.7915 -0.2224
C -0.2140 -0.1665 1.1844
C 1.4279 -1.8102 0.0435
N -0.0364 0.9487 0.3117
S 1.4390 -1.7004 -1.6452
H -0.8500 -0.0228 -1.4377
H 0.3567 1.2887 -1.8073
H -0.9406 2.8560 -0.2597
H -2.1267 1.5130 0.0685
H 0.1951 -0.0578 2.1706
H -1.1643 -0.6571 1.0929
H 2.2173 -1.2929 0.5590
H 0.9789 -2.6490 0.5381
H 0.8191 1.4570 0.5307
H 0.6170 -2.7215 -1.8999
*
```

LUMO energy (alpha / beta) ... -0.1440 / -0.1568 Eh



Pick one: it beats the second-best structure by 206.8 kJ/mol.



one:
Computed, not measured: a cluster of 2 separate species, C6H16N4 in total, with ωB97M-V/def2-TZVPD.

Geometry as ORCA input:
```
! wB97M-V def2-TZVPD RIJCOSX def2/J DEFGRID3
* xyz 2 1
C -0.2965 -1.0922 -0.6329
C -0.2163 1.0531 -0.6523
C -0.7537 -0.9891 1.7276
C -1.1192 -3.0042 0.5360
C 2.1679 0.8732 0.1509
C 0.9673 3.0699 -0.3115
N -0.7399 -1.6238 0.4734
N 0.9133 1.5615 -0.3296
N -0.0118 -1.5450 -1.8027
N -1.4511 1.5680 -0.8002
H 0.1527 -1.0360 2.3121
H -1.0956 0.0367 1.6341
H -1.4814 -1.4906 2.3937
H -0.4727 -3.5681 1.3071
H -2.1387 -3.0850 1.0336
H -1.1773 -3.5522 -0.4633
H 2.9417 1.1639 -0.5819
H 2.5111 1.2800 1.1283
H 1.7582 -0.1530 0.1540
H 1.4822 3.3213 0.6721
H 1.7887 3.5089 -0.9708
H -0.0285 3.5381 -0.4716
H 0.5145 -0.9084 -2.4103
H -0.4501 -2.4620 -2.1758
H -2.2429 0.9752 -0.9603
H -1.5218 2.5596 -0.9597
*
```

LUMO energy ... -0.3133 Eh



two:
Computed, not measured: a cluster of 2 separate species, C6H16N4 in total, with ωB97M-V/def2-TZVPD.

Geometry as ORCA input:
```
! wB97M-V def2-TZVPD RIJCOSX def2/J DEFGRID3
* xyz 2 1
C 3.4619 2.1549 -2.1175
C 3.1560 3.6217 -2.4238
C 5.3154 1.6498 -4.8816
C -9.0231 -4.4364 5.6858
C 5.6016 2.2303 -3.4959
C -7.8156 -5.2939 5.7402
N 4.4477 2.5539 -2.7995
N -6.8063 -5.0922 5.0182
N 3.1720 1.0884 -1.3793
N 3.2901 4.7268 -1.6226
H 2.5846 3.7420 -3.3304
H 4.7449 0.7090 -4.9876
H 4.6411 2.4433 -5.3775
H 6.1876 1.6517 -5.5155
H -9.3812 -3.8472 4.7672
H -8.9217 -3.5527 6.3593
H -9.9368 -5.0501 5.8881
H 6.2308 1.7062 -2.9122
H 6.0038 3.2244 -3.7694
H -7.9890 -6.1775 6.3926
H -5.9277 -5.4908 5.3084
H -6.8101 -4.3380 4.4243
H 2.5475 1.0632 -0.6687
H 3.8750 0.3907 -1.3734
H 3.8491 4.7775 -0.7491
H 3.5024 5.5448 -2.1802
*
```

LUMO energy ... -0.2351 Eh



Pick two: it beats the second-best structure by 195.4 kJ/mol.